# 1
{"formula": "C4H9N2", "method": "wB97M-V/def2-TZVPD", "symbols": ["H", "H", "C", "H", "C", "N", "C", "H", "C", "H", "N", "H", "H", "H", "H"], "positions_angstrom": [[-1.7538, -0.3074, 1.8949], [1.0334, -1.2781, -0.4047], [-1.8039, 0.0394, 0.8224], [2.8142, -1.0658, -0.1582], [1.2158, 0.1818, 0.6627], [-0.4136, 0.3100, 0.1166], [0.5347, 1.4190, 0.0574], [-2.0722, -0.7803, -1.1690], [-1.2785, -0.8149, -0.3583], [1.0180, 2.0464, -0.7159], [1.8883, -0.7024, -0.3989], [0.0779, 2.1460, 0.6921], [2.0269, -0.2963, -1.3244], [-0.8449, -1.7534, -0.3568], [-2.4423, 0.8559, 0.6400]], "atomic_forces_ev_per_a": [[0.185, 0.336, -1.438], [1.473, -1.318, -0.565], [4.410, -1.787, 0.786], [-0.770, -0.523, 0.826], [-1.742, 1.936, 1.502], [-1.082, -2.192, -0.052], [1.193, -0.075, -0.009], [1.766, 0.608, 0.195], [-3.076, 3.594, -0.547], [-0.872, -1.161, -0.924], [-1.468, 1.435, -0.866], [0.473, 0.342, 1.174], [-0.266, 0.193, -0.414], [0.746, -1.923, 0.927], [-0.968, 0.537, -0.595]], "lowdin_charge": [0.142, 0.119, 0.051, 0.167, -0.029, -0.151, -0.112, 0.144, -0.042, 0.130, 0.144, 0.109, 0.150, 0.079, 0.100], "charge": 1, "e_above_lowest_kcal_mol": 168.7, "e_lumo_ev": -3.25}

---

# 2
{"formula": "C50H42F8N6O4P2S2SiTi", "method": "wB97M-V/def2-TZVPD", "symbols": ["H", "C", "C", "H", "C", "H", "C", "H", "H", "P", "H", "C", "C", "C", "H", "C", "F", "S", "N", "C", "C", "C", "H", "Ti", "C", "O", "C", "C", "H", "H", "H", "C", "H", "P", "C", "H", "H", "F", "H", "H", "O", "H", "O", "C", "H", "C", "F", "C", "C", "H", "C", "O", "H", "N", "H", "F", "S", "H", "H", "H", "H", "C", "C", "H", "C", "H", "H", "C", "C", "H", "C", "C", "F", "C", "F", "N", "C", "C", "H", "F", "C", "H", "C", "C", "C", "H", "H", "N", "C", "C", "N", "C", "C", "H", "H", "C", "C", "H", "H", "Si", "N", "C", "C", "H", "C", "C", "C", "F", "C", "C", "H", "H", "H", "C", "H", "C"], "positions_angstrom": [[15.1878, 15.8559, 20.3166], [11.1561, 6.8231, 18.9177], [14.2955, 16.6755, 17.2944], [13.1658, 19.0152, 15.0094], [9.9566, 7.6408, 14.3750], [15.6424, 13.2336, 19.8658], [7.3540, 11.1951, 19.0349], [9.0220, 11.2737, 15.1590], [16.4253, 15.4233, 16.2604], [10.9361, 10.4714, 17.2073], [6.6053, 14.7601, 10.2033], [15.4442, 17.3674, 17.7257], [9.4445, 17.9227, 9.8052], [16.6423, 14.5564, 16.8711], [8.8281, 14.1554, 19.9046], [12.7518, 9.0759, 18.6840], [13.2584, 10.2985, 11.3494], [14.0765, 10.7489, 13.7640], [7.6234, 14.2129, 8.4207], [13.5133, 17.2293, 16.2650], [16.2574, 13.3637, 18.9660], [13.4335, 14.9014, 19.5023], [6.3171, 15.6889, 8.7020], [12.7641, 12.4093, 16.1768], [8.5564, 9.5432, 14.0522], [15.1856, 9.8601, 13.6663], [7.1034, 15.2051, 9.2974], [11.4042, 9.0769, 18.2309], [19.2910, 12.5030, 17.6833], [13.2623, 10.0670, 18.6882], [11.0784, 13.4137, 21.3202], [10.6016, 11.3488, 8.2735], [10.0029, 18.8662, 9.7260], [14.0848, 14.9751, 17.8293], [13.3191, 7.8966, 19.0661], [11.9368, 12.5690, 9.4455], [12.7438, 16.6073, 15.8428], [13.0330, 8.4685, 12.6944], [9.6106, 8.1237, 18.0066], [17.8356, 12.2136, 19.6805], [13.4382, 10.7726, 15.0881], [12.4962, 13.9489, 23.2260], [15.2177, 14.3615, 12.9850], [12.5620, 14.3472, 12.5711], [8.7367, 14.1731, 11.7611], [7.5788, 12.3970, 19.7440], [11.1076, 12.7382, 15.3563], [8.3146, 10.7212, 18.1355], [8.6511, 15.2056, 12.0019], [9.4011, 15.3750, 12.7349], [10.6612, 8.3012, 15.3412], [13.8626, 13.6622, 14.9639], [8.1564, 7.5493, 13.2772], [9.6793, 17.1974, 10.9054], [9.1307, 10.3175, 6.8995], [11.4852, 13.5821, 12.5556], [14.0875, 13.5922, 13.4363], [18.2462, 13.8045, 15.6864], [7.7249, 10.0279, 13.5454], [10.8827, 15.5524, 16.5323], [16.5940, 19.1304, 17.5968], [17.7930, 13.7910, 16.6636], [12.8607, 9.8352, 12.6024], [6.8667, 12.8555, 20.4340], [8.7894, 8.1647, 13.8983], [6.4398, 10.6933, 19.2931], [9.3468, 15.0704, 17.1216], [13.7667, 18.4750, 15.7562], [10.9691, 12.5455, 8.8819], [10.5454, 5.9252, 19.0409], [8.4405, 17.3362, 9.0301], [10.1206, 13.6398, 9.0074], [12.9134, 14.6469, 11.2813], [8.8207, 13.4546, 8.4204], [13.8527, 12.0626, 17.6533], [7.2466, 12.4648, 7.1267], [9.2683, 10.2730, 14.9751], [14.3155, 15.2214, 20.5397], [11.2151, 10.4977, 8.4371], [11.5616, 10.1283, 12.8518], [18.3091, 12.9926, 17.6927], [10.3009, 16.1690, 18.1427], [8.7919, 13.1864, 19.4607], [14.8003, 19.2346, 16.3189], [9.7800, 12.7046, 18.6549], [8.1317, 9.8328, 17.4542], [11.5558, 7.7993, 15.7455], [6.6564, 13.5263, 7.6254], [12.8426, 14.2194, 22.1817], [9.4599, 11.2163, 7.4659], [8.0907, 16.1809, 9.7296], [12.2491, 14.2375, 19.7845], [14.0061, 14.9357, 21.8767], [7.6913, 15.4493, 12.5402], [10.4134, 6.7235, 13.9947], [17.5104, 12.7876, 18.8310], [15.7887, 14.2816, 17.9581], [14.6428, 15.4363, 22.6622], [16.1108, 16.9406, 18.4896], [11.2212, 13.7537, 18.2174], [14.2587, 12.0773, 12.9390], [9.5534, 11.3886, 18.0425], [8.7973, 16.2037, 10.8819], [8.1111, 17.5485, 8.0372], [10.2344, 9.6553, 15.7651], [11.9813, 13.9062, 21.1089], [10.3558, 15.2906, 17.4690], [12.2860, 15.5568, 13.2162], [8.5584, 12.3701, 7.5420], [10.6051, 7.9904, 18.4032], [14.3193, 7.8987, 19.3554], [10.4664, 14.4705, 9.5750], [12.9575, 5.7466, 19.4193], [15.7298, 18.6275, 17.2168], [15.0250, 20.2243, 16.0294], [12.5146, 6.7367, 19.2376]], "atomic_forces_ev_per_a": [[-0.266, -0.576, 0.183], [0.080, -0.963, 0.416], [1.321, 0.848, 0.031], [0.016, -0.829, 0.256], [1.068, -0.811, 0.358], [0.344, -0.281, -0.523], [0.211, 1.605, 1.112], [-0.277, 1.367, 0.231], [-0.213, -0.457, -0.626], [0.694, 2.238, -0.373], [0.668, 0.310, -0.744], [-0.297, 0.384, 0.038], [-0.675, 0.568, -1.344], [-0.257, -0.658, 0.835], [0.276, 0.622, 0.258], [-1.017, 1.403, -0.664], [-1.325, -1.447, 1.429], [-0.920, -1.992, -0.742], [0.860, -2.871, -1.592], [0.119, -1.234, 0.402], [-0.873, 1.325, -1.143], [1.556, 0.030, 0.899], [0.194, 0.109, 0.392], [-2.182, 0.514, 3.683], [-0.898, -1.259, -0.079], [0.561, 0.522, 0.027], [-0.822, 0.703, 1.101], [1.403, 0.770, 0.586], [-0.489, 0.191, -0.484], [0.016, -1.070, -0.285], [-1.125, -0.708, 0.336], [-1.444, -0.684, -1.789], [-0.492, -0.579, -0.601], [-0.518, -1.324, -1.001], [-1.545, -1.095, 0.883], [-0.939, 0.045, -0.696], [-0.313, -0.074, -0.053], [-0.354, 2.304, -0.444], [-0.356, -0.735, 0.260], [0.438, -0.315, 0.013], [0.381, 0.337, -1.297], [0.764, 0.461, -1.304], [-1.441, -0.222, 0.087], [-0.027, 1.989, -0.153], [-0.322, -0.856, -0.572], [2.149, 0.770, -1.367], [0.287, -0.179, -0.832], [0.565, -0.169, -0.355], [-1.480, 1.533, 0.258], [0.818, 0.442, 0.475], [0.267, 2.456, 1.209], [0.184, 0.496, -4.252], [-0.114, 0.144, -0.283], [-1.085, -1.090, 1.184], [0.535, 0.759, 0.640], [0.729, 0.310, 0.171], [1.655, -0.733, 3.147], [0.537, 0.412, -0.014], [0.084, -0.197, -0.006], [-0.008, 0.144, 0.539], [0.312, 0.514, -0.035], [0.270, -0.018, 0.598], [0.334, 0.198, -0.012], [-0.006, -0.525, -0.203], [-0.628, 1.372, -1.418], [-0.275, -0.460, -0.428], [-0.197, -0.206, 0.231], [0.395, 2.196, 0.420], [0.331, 0.984, 1.524], [0.072, 0.284, -0.095], [1.565, 0.276, 0.783], [-0.739, -1.595, -0.811], [-0.386, -0.504, 1.553], [-0.255, 0.991, -0.334], [0.293, -0.455, -0.528], [-1.033, 1.451, 0.330], [0.725, -1.137, 0.570], [-0.450, 0.917, 0.764], [0.620, -0.564, -0.162], [1.594, -0.303, -0.772], [-0.732, -0.386, 0.305], [0.078, -0.269, -0.399], [-3.334, -2.133, 0.747], [1.495, -1.917, 0.770], [-0.632, -2.698, -0.438], [0.143, 1.017, 1.206], [-0.512, 0.597, 0.049], [3.136, -0.978, 0.330], [-0.797, -0.047, -0.114], [-0.747, 1.778, 0.864], [-0.566, 0.689, -0.709], [-0.980, -0.183, -0.786], [0.580, 0.920, 0.611], [0.670, -0.658, -0.534], [-0.662, -0.066, 0.215], [-0.220, 0.595, 0.022], [0.966, 0.067, 0.665], [-0.663, -1.030, -0.736], [-0.354, 0.065, -0.503], [2.008, -0.044, -1.547], [-0.654, 1.261, 0.770], [-0.516, 0.283, 0.210], [1.502, -0.910, 0.856], [-0.350, 0.025, -0.222], [0.306, -2.643, -0.809], [1.201, 0.497, 0.678], [0.228, 0.593, -0.073], [0.450, -2.336, -1.072], [0.319, -0.608, 1.228], [0.024, -0.312, -0.128], [1.639, -0.205, 0.352], [-0.206, 0.708, 0.258], [-0.190, 0.644, 0.315], [-1.800, -0.010, -0.380], [-0.079, 0.972, -0.569], [-0.002, 0.606, -1.227]], "lowdin_spin": [0.000, 0.000, 0.002, 0.000, 0.000, 0.000, 0.000, 0.000, 0.000, -0.001, 0.000, 0.002, 0.000, 0.003, 0.000, 0.000, 0.000, 0.004, 0.000, 0.001, 0.002, 0.000, 0.000, 0.917, 0.000, 0.001, 0.000, -0.001, 0.000, 0.000, 0.000, 0.000, 0.000, 0.018, 0.000, 0.000, 0.000, 0.000, 0.000, 0.000, 0.020, 0.000, 0.000, 0.000, 0.000, 0.000, -0.002, 0.000, 0.000, 0.000, -0.001, 0.027, 0.000, 0.000, 0.000, 0.000, 0.004, 0.000, 0.000, 0.001, 0.000, 0.000, 0.001, 0.000, -0.001, 0.000, 0.000, 0.000, 0.000, 0.000, 0.000, 0.000, 0.000, 0.000, -0.009, 0.000, -0.001, 0.000, 0.000, 0.000, 0.003, 0.001, -0.001, 0.001, -0.005, 0.000, 0.000, 0.000, 0.000, 0.000, 0.000, 0.000, 0.000, 0.000, 0.000, 0.000, 0.002, 0.000, 0.000, 0.003, 0.002, 0.001, 0.000, 0.000, 0.000, 0.000, 0.005, 0.000, 0.000, 0.000, 0.000, 0.000, 0.000, 0.000, 0.000, 0.000], "charge": -1, "e_above_lowest_kcal_mol": 18.5, "spin_multiplicity": 2, "e_lumo_ev": [1.58, 1.58]}

---

# 3
{"formula": "C4H8N2O", "method": "wB97M-V/def2-TZVPD", "symbols": ["N", "C", "H", "H", "C", "H", "H", "C", "C", "H", "H", "H", "N", "H", "O"], "positions_angstrom": [[-1.2322, -0.1127, 1.7295], [0.3016, -1.3906, -1.3378], [-1.3545, 0.6757, 2.3382], [0.5264, -2.4209, -1.0517], [0.2523, -0.5164, -0.1099], [0.7629, 1.2601, -1.0086], [-0.6565, -1.3684, -1.8662], [-0.8784, -0.9084, 0.9272], [-0.0697, 1.0016, -0.3287], [1.0924, -1.0369, -2.0050], [-1.0109, 1.1070, -0.8958], [1.4246, 0.2031, 1.1655], [0.0214, 1.6566, 0.9148], [-0.6107, 2.4538, 0.9256], [1.4313, -0.6036, 0.6029]], "atomic_forces_ev_per_a": [[0.066, -0.548, -0.342], [-0.012, 0.033, -0.027], [-0.025, -0.036, -0.016], [-0.040, 0.145, -0.027], [-0.145, 0.036, -0.271], [-0.071, 0.013, 0.125], [0.127, -0.007, 0.083], [-0.170, 0.518, 0.461], [-0.019, -0.321, -0.334], [-0.110, -0.032, 0.085], [0.145, -0.003, 0.156], [0.088, -0.183, -0.038], [-0.007, 0.294, -0.098], [0.061, -0.076, 0.057], [0.112, 0.166, 0.187]], "lowdin_charge": [0.205, -0.028, 0.114, 0.090, -0.584, 0.133, 0.090, 0.006, -0.309, 0.090, 0.121, 0.093, -0.050, 0.024, 0.004], "charge": 0, "e_above_lowest_kcal_mol": 122.1, "e_lumo_ev": [-0.21, 0.00]}